*one*
{
  "formula": "C9H14NS",
  "method": "ωB97M-V/def2-TZVPD",
  "symbols": ["C", "C", "C", "C", "C", "C", "C", "C", "C", "N", "S", "H", "H", "H", "H", "H", "H", "H", "H", "H", "H", "H", "H", "H", "H"],
  "positions_angstrom": [[-0.54407, 0.16786, 0.81208], [-1.36419, 0.60910, -1.23977], [-0.29868, 0.09376, -0.52573], [-2.35987, 0.83035, 4.03469], [-2.92652, -0.15084, 4.35703], [1.90113, 0.94244, -0.91558], [0.98110, -0.67163, -2.70256], [1.63072, -1.60504, -0.49358], [1.03717, -0.29847, -1.11540], [-1.60904, 0.89186, 1.12851], [-2.59207, 1.21926, -0.18752], [0.11766, -0.22760, 1.54737], [-1.53163, 0.57850, -2.29756], [-1.81677, 1.75560, 4.03171], [-1.69845, 1.17998, 2.10247], [-3.47227, -1.00989, 4.56632], [2.92077, 0.81729, -1.37430], [1.44214, 1.71354, -1.59380], [1.87939, 1.18374, 0.06875], [0.70798, -1.73217, -2.60890], [0.42930, 0.06979, -3.27077], [2.00280, -0.69415, -3.13073], [2.42388, -1.91463, -1.21248], [1.95762, -1.42406, 0.54969], [0.78188, -2.32459, -0.52997]],
  "multiplicity": 1,
  "orbital_gap_ev": 9.6,
  "e_lumo_ha": -0.171,
  "total_charge": 1,
  "homo_ev": -14.231
}

=====

*two*
{
  "formula": "C9H14NS",
  "method": "ωB97M-V/def2-TZVPD",
  "symbols": ["C", "C", "C", "C", "C", "C", "C", "C", "C", "N", "S", "H", "H", "H", "H", "H", "H", "H", "H", "H", "H", "H", "H", "H", "H"],
  "positions_angstrom": [[-3.17908, -0.71766, -0.10696], [-2.64396, 0.41693, -0.67325], [-2.25793, -1.52895, 0.56523], [-1.32826, 0.76771, -0.57535], [-0.94322, -1.15441, 0.68871], [1.34600, 1.41412, -0.56726], [0.88475, 1.07953, 2.13131], [2.32491, -1.53310, -1.46399], [0.87489, 0.33263, 0.33603], [-0.48054, -0.02841, 0.13504], [2.07514, -1.12132, 0.28476], [-4.22060, -1.10258, -0.23190], [-3.43202, 1.01257, -1.18604], [-2.43614, -2.50935, 0.94796], [-1.18422, 1.75872, -0.99096], [-0.12278, -1.72102, 1.11196], [1.42967, 0.90472, -1.56975], [2.38792, 1.76267, -0.24582], [0.84382, 2.35405, -0.44273], [0.24618, 2.03140, 2.04146], [0.58603, 0.64044, 3.04497], [1.82477, 1.57014, 2.15305], [2.99347, -0.70860, -1.77698], [1.48192, -1.49554, -2.20985], [2.92927, -2.42469, -1.39964]],
  "multiplicity": 1,
  "orbital_gap_ev": 8.0,
  "e_lumo_ha": -0.166,
  "total_charge": 1,
  "homo_ev": -12.572
}

=====

The structure with the most favorable energy is *two*; the runner-up is 105.5 kJ/mol above it.

=====

*one*
{
  "formula": "C3H6O",
  "method": "ωB97M-V/def2-TZVPD",
  "symbols": ["C", "C", "O", "C", "H", "H", "H", "H", "H", "H"],
  "positions_angstrom": [[-1.40791, 0.15790, 0.32017], [0.28451, -0.29461, 0.63128], [-0.04891, 0.91667, 0.98860], [1.35658, -0.29323, -0.44429], [-1.78777, 1.15170, 0.04756], [-1.38321, -0.42205, -0.61436], [-1.97706, -0.32025, 1.10918], [1.30590, -1.19168, -1.06578], [1.34045, 0.61604, -1.06094], [2.31741, -0.32047, 0.08857]],
  "multiplicity": 1,
  "orbital_gap_ev": 8.5,
  "e_lumo_ha": 0.027,
  "total_charge": 0,
  "homo_ev": -7.747
}

=====

*two*
{
  "formula": "C3H6O",
  "method": "ωB97M-V/def2-TZVPD",
  "symbols": ["C", "C", "O", "C", "H", "H", "H", "H", "H", "H"],
  "positions_angstrom": [[-1.17105, -0.01420, 0.56412], [-0.10305, 0.55501, -0.23019], [-0.22122, 1.62440, -0.80854], [1.14626, -0.26392, -0.26556], [-1.77774, 0.78705, 1.05255], [-1.11942, -0.56176, -0.68227], [-1.06157, -0.86673, 1.23460], [1.44782, -0.42170, -1.29126], [1.83688, 0.42521, 0.21774], [1.14873, -1.21378, 0.28468]],
  "multiplicity": 1,
  "orbital_gap_ev": 10.1,
  "e_lumo_ha": 0.025,
  "total_charge": 0,
  "homo_ev": -9.470
}

=====

*three*
{
  "formula": "C3H6O",
  "method": "ωB97M-V/def2-TZVPD",
  "symbols": ["C", "C", "C", "O", "H", "H", "H", "H", "H", "H"],
  "positions_angstrom": [[0.35183, -1.38524, 0.51884], [-0.19651, 0.02596, 0.45702], [-0.10311, 0.82876, -0.58405], [-0.60467, 2.12542, -0.51585], [-0.36585, -2.02097, 1.04831], [0.61783, -1.74510, -0.47821], [1.24889, -1.37815, 1.14154], [-0.70266, 0.42133, 1.33310], [0.36658, 0.60560, -1.52296], [-0.61231, 2.52239, -1.39774]],
  "multiplicity": 1,
  "orbital_gap_ev": 9.6,
  "e_lumo_ha": 0.035,
  "total_charge": 0,
  "homo_ev": -8.666
}

=====

The structure with the most favorable energy is *three*; the runner-up is 132.0 kJ/mol above it.

=====

*one*
{
  "formula": "C3H6O",
  "method": "ωB97M-V/def2-TZVPD",
  "symbols": ["O", "C", "C", "C", "H", "H", "H", "H", "H", "H"],
  "positions_angstrom": [[1.73811, -0.10194, -0.24410], [0.46796, -0.12594, 0.34962], [-0.66393, 0.73448, -0.15253], [-0.64647, -0.71646, -0.20976], [2.28035, 0.68685, 0.03531], [0.45047, -0.26947, 1.45433], [-0.49922, 1.15356, -1.09408], [-1.30247, 1.17614, 0.51282], [-1.29067, -1.20824, 0.54344], [-0.53411, -1.32898, -1.19504]],
  "multiplicity": 1,
  "orbital_gap_ev": 10.7,
  "e_lumo_ha": 0.037,
  "total_charge": 0,
  "homo_ev": -9.675
}

=====

*two*
{
  "formula": "C3H6O",
  "method": "ωB97M-V/def2-TZVPD",
  "symbols": ["C", "C", "C", "H", "H", "H", "H", "H", "H", "O"],
  "positions_angstrom": [[0.31802, 1.04483, -0.19846], [-0.99556, 0.20808, 0.22620], [0.96051, -0.35986, 0.17484], [0.32766, 1.35384, -1.35350], [0.83131, 1.88646, 0.43369], [-1.31997, 0.31173, 1.35007], [-2.02389, 0.42947, -0.37742], [2.09832, -0.83044, -0.32638], [1.16549, -0.40928, 1.44211], [-0.34709, -1.01251, -0.29801]],
  "multiplicity": 1,
  "orbital_gap_ev": 11.0,
  "e_lumo_ha": 0.040,
  "total_charge": 0,
  "homo_ev": -9.953
}

=====

*three*
{
  "formula": "C3H6O",
  "method": "ωB97M-V/def2-TZVPD",
  "symbols": ["C", "C", "C", "H", "H", "H", "H", "H", "H", "O"],
  "positions_angstrom": [[-0.81936, -0.25185, -0.04004], [0.58416, -0.56947, -0.61865], [0.07064, 0.89433, 0.64479], [-1.53632, 0.06534, -0.94220], [-1.35011, -1.01719, 0.63233], [1.21824, -1.36304, 0.01478], [0.73978, -0.96426, -1.75229], [-0.40899, 1.92896, 0.87911], [0.50675, 0.46302, 1.67871], [0.99522, 0.81417, -0.49653]],
  "multiplicity": 1,
  "orbital_gap_ev": 11.0,
  "e_lumo_ha": 0.043,
  "total_charge": 0,
  "homo_ev": -9.852
}

=====

The structure with the most favorable energy is *one*; the runner-up is 62.7 kJ/mol above it.

=====

*one*
{
  "formula": "C3H6O",
  "method": "ωB97M-V/def2-TZVPD",
  "symbols": ["C", "C", "C", "O", "H", "H", "H", "H", "H", "H"],
  "positions_angstrom": [[1.41002, -0.64605, 0.00409], [0.69939, 0.47820, -0.05501], [-0.81488, 0.50437, 0.00450], [-1.28659, -0.82529, -0.07944], [2.51904, -0.66803, -0.09805], [0.94996, -1.62988, 0.09464], [1.16531, 1.46740, -0.10287], [-1.23238, 1.14712, -0.81086], [-1.14601, 0.96542, 0.98578], [-2.26387, -0.79326, 0.05722]],
  "multiplicity": 1,
  "orbital_gap_ev": 10.5,
  "e_lumo_ha": 0.033,
  "total_charge": 0,
  "homo_ev": -9.568
}

=====

*two*
{
  "formula": "C3H6O",
  "method": "ωB97M-V/def2-TZVPD",
  "symbols": ["C", "C", "C", "O", "H", "H", "H", "H", "H", "H"],
  "positions_angstrom": [[-0.02593, -0.20418, 1.47787], [-0.16354, -0.80663, 0.29805], [-0.01886, 0.01621, -1.04060], [-0.06329, 1.34556, -0.49057], [0.22148, -0.81146, 2.39712], [0.01248, 0.83449, 1.72690], [-0.22106, -1.83504, 0.22431], [-0.80330, -0.36991, -1.69789], [0.94470, -0.06449, -1.61409], [0.11732, 1.89544, -1.28110]],
  "multiplicity": 1,
  "orbital_gap_ev": 10.4,
  "e_lumo_ha": 0.033,
  "total_charge": 0,
  "homo_ev": -9.516
}

=====

*three*
{
  "formula": "C3H6O",
  "method": "ωB97M-V/def2-TZVPD",
  "symbols": ["O", "C", "C", "C", "H", "H", "H", "H", "H", "H"],
  "positions_angstrom": [[-0.88761, -0.14593, -1.56288], [-0.38488, 0.40543, -0.39210], [-0.20922, -0.33123, 0.78826], [0.99569, 0.21776, 0.07746], [-1.55880, -1.00386, -1.21187], [-0.63115, 1.51224, -0.29766], [-0.18105, -1.35818, 0.65538], [-0.28218, 0.02783, 1.85026], [1.49534, 1.11188, 0.50543], [1.64385, -0.43594, -0.41228]],
  "multiplicity": 1,
  "orbital_gap_ev": 10.4,
  "e_lumo_ha": 0.034,
  "total_charge": 0,
  "homo_ev": -9.522
}

=====

*four*
{
  "formula": "C3H6O",
  "method": "ωB97M-V/def2-TZVPD",
  "symbols": ["C", "C", "C", "O", "H", "H", "H", "H", "H", "H"],
  "positions_angstrom": [[-0.74920, -0.62243, 0.68053], [-0.13486, 0.50883, 0.08495], [0.96450, 0.41647, -0.75979], [-0.18421, 0.94532, -1.28858], [-0.99704, -1.49983, 0.01306], [-1.80018, -0.40507, 1.04385], [-0.19408, -1.05875, 1.46715], [0.02544, 1.24963, 0.79789], [1.33918, -0.64822, -1.17448], [1.73046, 1.11404, -0.86458]],
  "multiplicity": 1,
  "orbital_gap_ev": 11.5,
  "e_lumo_ha": 0.043,
  "total_charge": 0,
  "homo_ev": -10.309
}

=====

The structure with the most favorable energy is *one*; the runner-up is 65.9 kJ/mol above it.